1.
Formula: C10H8O5S5W
Source: OMol25
Level of theory: the ωB97M-V functional and the def2-TZVPD basis

Calculated values
- multiplicity = 3
- ΔE to the lowest compared entry with this formula, charge and spin (kcal per mole) = 8.7
- <S²> = 2.186
- HOMO (alpha / beta) (eV) = -8.4 / -8.4
- HOMO-LUMO gap (alpha / beta) (eV) = 6.0 / 7.0
- total charge = 0

The geometry in XYZ format:
```
29
Properties=species:S:1:pos:R:3:mulliken_charge:R:1
W 0.2275 -0.0405 -0.7728 1.205
C -3.0208 2.0103 0.1024 -1.718
C -1.8659 1.4722 0.8929 1.150
C -1.0580 2.3235 1.6307 -0.358
C -0.0219 1.8355 2.4186 -0.396
C 0.2343 0.4786 2.4763 -0.427
C -0.5635 -0.4071 1.7508 -0.392
C -1.6058 0.0845 0.9478 -0.810
H -3.3858 1.2861 -0.6201 0.327
H -2.7292 2.9085 -0.4414 0.352
H -3.8363 2.2738 0.7800 0.437
H -1.2380 3.3898 1.5765 0.421
H 0.5938 2.5241 2.9822 0.405
H 1.0505 0.0969 3.0744 0.457
H -0.4363 -1.4740 1.8682 0.439
H -2.3135 -0.6033 0.4960 0.424
O -1.3582 0.7611 -2.0759 -0.519
S -0.1846 1.6260 -2.5172 1.053
O -0.3789 2.5451 -3.5696 -0.612
O 0.2873 2.1399 -1.1675 -0.578
O 0.8479 0.5062 -2.7055 -0.521
O 4.3833 -5.4937 -1.2171 -0.517
C 3.6573 -4.5507 -1.1174 0.583
S 1.9153 -4.6098 -1.4907 -0.119
C 1.5755 -2.9660 -1.0185 0.259
C 2.6235 -2.2019 -0.5976 0.226
S 2.4176 -0.6012 -0.0469 -0.299
S 4.2031 -2.9449 -0.5798 -0.121
S -0.0199 -2.3693 -1.0587 -0.351
```

=====

2.
Formula: C10H9BBeF16N5O8S4
Source: OMol25
Level of theory: the ωB97M-V functional and the def2-TZVPD basis

Calculated values
- HOMO (eV) = -5.6
- HOMO-LUMO gap (eV) = 8.0
- total charge = -1

The geometry in XYZ format:
```
54
Properties=species:S:1:pos:R:3:mulliken_charge:R:1
Be -0.2820 0.9318 -0.0311 -3.849
B 1.0969 1.1469 -1.8562 0.605
F 0.9658 2.1049 -0.8967 -0.154
F -0.1039 0.5504 -2.0204 -0.137
F 1.6272 1.6907 -2.9735 -0.418
F 1.9360 0.1859 -1.2620 -0.582
C 1.7855 -1.7245 1.4941 0.818
F 1.6538 -0.5081 2.0210 -0.010
F 3.0523 -2.0565 1.3223 -0.318
F 1.0826 -2.6820 2.1568 -0.214
S 0.8770 -1.6081 -0.2771 1.528
O -0.0099 -2.7487 -0.3826 -0.931
O 0.2438 -0.3147 -0.1355 0.432
N 2.2761 -1.5912 -1.3709 0.015
S 2.3306 -3.2064 -1.7422 0.992
O 2.3355 -4.0916 -0.5668 -0.665
O 1.4311 -3.5730 -2.7923 -0.701
C 4.1623 -3.4246 -2.4368 0.605
F 4.3117 -4.6555 -2.8299 -0.192
F 4.1914 -2.5600 -3.5051 -0.245
F 4.9974 -3.0558 -1.4993 -0.201
C 0.0446 0.3894 3.7877 0.591
F 0.7022 -0.5842 4.5458 -0.252
F -0.8546 0.9292 4.5348 -0.180
F 0.9448 1.2872 3.3840 -0.204
S -0.8935 -0.5286 2.2335 1.014
O 0.1236 -1.2132 1.4563 -1.056
O -2.0048 -1.2633 2.8230 -0.708
N -1.2761 0.9630 1.1899 0.966
S -2.5940 1.6296 1.6673 1.378
O -3.0806 1.2900 3.0157 -0.723
O -2.4784 3.0674 1.3983 -0.714
C -4.0049 0.9812 0.3843 0.578
F -3.8409 -0.3030 0.3009 -0.181
F -5.1913 1.3140 0.9345 -0.274
F -3.8158 1.5149 -0.7979 -0.206
C 2.0002 2.9732 2.0894 -1.636
C 1.6367 1.7783 1.3118 1.015
N 1.2523 0.7893 0.7734 0.109
H 2.1431 2.7974 3.1556 0.351
H 1.2247 3.7258 1.9467 0.332
H 2.8507 3.3992 1.5572 0.425
C -2.2434 3.0224 -2.8124 -1.711
C -1.7481 2.5202 -1.5301 0.940
N -1.3395 2.0472 -0.5210 0.278
H -1.4654 3.2995 -3.5238 0.341
H -2.7270 3.9710 -2.5791 0.411
H -2.8812 2.2347 -3.2135 0.348
C -1.7629 -2.2602 -1.5179 -1.640
C -1.6645 -0.8607 -1.0455 1.181
N -1.5718 0.1852 -0.6895 0.664
H -2.4450 -2.3982 -2.3569 0.431
H -2.2248 -2.7993 -0.6908 0.330
H -0.7755 -2.7088 -1.6272 0.426
```

=====

3.
Formula: C10H9BeN3S5Sb
Source: OMol25
Level of theory: the ωB97M-V functional and the def2-TZVPD basis

Calculated values
- multiplicity = 2
- <S²> = 0.763
- HOMO (alpha / beta) (eV) = -0.6 / -0.6
- HOMO-LUMO gap (alpha / beta) (eV) = 5.5 / 4.3
- total charge = -2

The geometry in XYZ format:
```
29
Properties=species:S:1:pos:R:3:mulliken_charge:R:1
Be -1.2911 1.4644 -0.0896 0.389
S -0.6037 -0.6066 1.9662 -0.510
C 1.0154 -0.0090 2.2064 0.312
C 1.8476 -0.6304 3.1660 -0.512
C 3.1638 -0.2476 3.3854 -0.387
C 3.7044 0.7932 2.6401 -0.484
C 2.9031 1.4383 1.7061 -0.669
C 1.5651 1.0803 1.4728 -0.031
S 0.7076 2.0464 0.2578 -0.369
H 1.4135 -1.4432 3.7365 0.308
H 3.7624 -0.7573 4.1370 0.297
H 4.7371 1.1029 2.7814 0.297
H 3.3088 2.2587 1.1213 0.314
S -5.5583 2.5418 -1.8160 -0.705
Sb -3.6511 3.3158 -0.7438 0.578
S -1.7066 2.8376 -1.9890 -0.554
S -3.0051 1.8748 1.0432 -0.494
N 0.7864 -2.4610 -2.6923 -0.534
C -0.3791 -1.7891 -2.3297 0.343
C -0.3203 -0.6959 -1.4633 0.009
N -1.4100 -0.0354 -1.1338 0.368
C -2.5778 -0.4428 -1.6473 -0.040
C -2.6145 -1.5240 -2.4971 -0.480
N -1.5207 -2.2133 -2.8485 -0.673
H 1.5294 -2.4127 -2.0140 0.253
H 0.6066 -3.3866 -3.0405 0.261
H 0.6108 -0.3561 -1.0192 0.120
H -3.4676 0.1162 -1.3789 0.226
H -3.5562 -1.8592 -2.9174 0.364
```

=====

4.
Formula: C10H9Br2CoNO
Source: OMol25
Level of theory: the ωB97M-V functional and the def2-TZVPD basis

Calculated values
- multiplicity = 4
- <S²> = 3.858
- HOMO (alpha / beta) (eV) = -5.5 / -7.6
- HOMO-LUMO gap (alpha / beta) (eV) = 5.3 / 5.3
- total charge = 0

The geometry in XYZ format:
```
24
Properties=species:S:1:pos:R:3:mulliken_charge:R:1
Co -1.6931 0.4558 -0.8398 -0.113
C -3.7948 -0.5023 -1.4201 -1.229
H -3.6372 -1.4613 -0.9758 0.394
H -4.3633 0.0138 -0.7319 0.417
H -4.4597 -0.7645 -2.2622 0.376
H -3.4292 -0.0602 -2.3195 0.242
H -1.4144 1.1206 -2.1622 0.016
Br -1.0372 0.0235 4.2711 -0.114
C 0.1611 0.0091 2.8370 -0.357
C 1.5559 0.0997 3.0149 -0.423
C 2.4465 0.1169 1.9588 -0.018
Br 4.2990 0.2971 2.3148 -0.196
C 2.0305 0.0409 0.5802 0.775
C 2.7673 0.0555 -0.5835 -0.529
C 2.2044 0.0391 -1.8358 -0.660
C 0.8165 0.0550 -1.9598 -0.225
N 0.0367 0.0791 -0.8328 -0.278
C 0.6190 -0.0151 0.4163 0.397
C -0.3687 -0.0172 1.4900 0.932
O -1.5854 0.0479 1.1310 -0.783
H 1.9594 0.1690 4.0202 0.405
H 3.8696 0.0879 -0.4699 0.235
H 2.7797 0.0361 -2.7506 0.389
H 0.2372 0.0737 -2.8905 0.348
```

=====

5.
Formula: C10H9BrClNS
Source: OMol25
Level of theory: the ωB97M-V functional and the def2-TZVPD basis

Calculated values
- HOMO (eV) = -9.1
- SMILES = CCS[C@@](Br)(C#N)c1ccccc1Cl
- HOMO-LUMO gap (eV) = 8.5
- total charge = 0

The geometry in XYZ format:
```
23
Properties=species:S:1:pos:R:3:mulliken_charge:R:1
C 0.0363 -1.0038 2.8172 -1.028
C 0.2677 -2.2913 2.0228 -0.424
S 0.5631 -2.0738 0.2704 0.039
C -0.8213 -1.0432 -0.3665 0.664
Br -1.7450 -2.0085 -1.9757 -0.038
C -1.8361 -0.8301 0.4946 -0.568
N -2.7444 -0.6886 1.1972 -0.454
C -0.1355 0.3300 -0.9566 0.290
C -0.6277 1.5798 -0.5117 -0.481
C -0.0104 2.7228 -0.9544 -0.736
C 0.8639 2.6471 -2.0168 -0.300
C 1.2902 1.4358 -2.5239 -0.487
C 0.8077 0.2981 -1.9624 0.608
Cl 1.4357 -1.1592 -2.5941 -0.175
H -0.0661 -1.2066 3.8592 0.343
H 1.0349 -0.5990 2.7808 0.291
H -0.6473 -0.4543 2.2356 0.334
H -0.4834 -3.2013 2.1620 0.283
H 1.2244 -2.7386 2.3619 0.407
H -1.4197 1.4868 0.2534 0.387
H 0.0306 3.7122 -0.6539 0.409
H 1.1074 3.6082 -2.4461 0.345
H 1.8751 1.4774 -3.4928 0.291
```

=====

6.
Formula: C10H9BrN3O
Source: OMol25
Level of theory: the ωB97M-V functional and the def2-TZVPD basis

Calculated values
- ΔE to the lowest compared entry with this formula, charge and spin (kcal per mole) = 0.0
- HOMO (alpha / beta) (eV) = -12.7 / -12.7
- HOMO-LUMO gap (alpha / beta) (eV) = 6.4 / 6.4
- total charge = +1

The geometry in XYZ format:
```
24
Properties=species:S:1:pos:R:3:mulliken_charge:R:1
C -1.0747 2.8300 -1.3997 -0.407
C 0.1570 3.3395 -0.9888 -0.562
C -1.3164 1.4967 -1.1997 -0.785
C 0.9991 2.5910 -0.2570 -0.387
C -0.4476 0.5960 -0.5453 1.331
C -0.7765 -0.7899 -0.2889 -0.168
C 0.8086 1.1908 -0.0346 0.276
C 1.5665 -0.9525 0.5810 -0.760
C 0.2379 -1.5937 0.2765 0.741
C 0.9702 -3.8804 0.3664 -0.845
N -3.1024 1.6069 2.2201 -0.088
N 1.7389 0.4549 0.4829 -0.521
N -2.9380 0.5108 2.2318 0.099
O -0.0633 -2.9325 0.1423 -0.282
Br -2.4303 -1.4554 -0.9443 -0.050
H -1.7411 3.6575 -1.6686 0.362
H 0.2407 4.4244 -0.9396 0.350
H -2.3420 1.1396 -1.5044 0.220
H 1.8871 2.9618 0.2337 0.438
H 1.6730 -1.3298 1.5941 0.487
H 2.5204 -1.2269 0.2368 0.531
H 0.3299 -4.7640 0.5399 0.308
H 1.5198 -3.7714 1.3086 0.345
H 1.5831 -4.1035 -0.4430 0.366
```

=====

7.
Formula: C10H9BrN4OS3
Source: OMol25
Level of theory: the ωB97M-V functional and the def2-TZVPD basis

Calculated values
- HOMO (eV) = -8.8
- HOMO-LUMO gap (eV) = 8.3
- total charge = 0

The geometry in XYZ format:
```
28
Properties=species:S:1:pos:R:3:mulliken_charge:R:1
C -1.1891 -3.4037 1.0840 -0.970
H -1.8589 -3.6263 1.7272 0.517
H -0.3404 -4.1060 0.9497 0.294
H -1.6156 -3.2958 -0.0134 0.223
S -0.4159 -2.0373 1.3742 -0.060
C 0.6870 -1.8097 0.3298 0.666
N 0.7751 -2.7338 -0.5106 -0.625
S 2.0303 -2.1308 -1.8339 -0.058
C 2.2891 -0.6838 -0.8546 0.438
N 1.5972 -0.6906 0.2603 -0.331
S 3.4090 0.7181 -1.1904 -0.204
C 3.1199 1.8080 0.0480 -0.337
C 1.7928 1.7193 0.4591 0.266
O 1.5005 2.1382 1.7663 -0.675
N 0.8804 1.9372 -0.6027 -0.067
C -0.5157 1.5439 -0.2891 0.197
N -0.9046 1.0454 -1.5398 -0.421
C -2.2151 0.7052 -1.5723 -0.015
C -2.8683 0.7522 -0.5886 -0.046
C -2.4995 1.0896 0.8253 -0.645
C -1.2274 1.5271 0.6792 0.311
H -0.8558 1.9324 1.8572 0.090
H -3.0777 1.0763 1.6558 0.624
Br -4.7912 -0.0161 -0.4904 -0.278
H -2.5360 0.6399 -2.8747 0.248
H 1.3488 1.8949 -1.4245 0.303
H 3.8023 1.1934 1.0168 0.265
H 3.6785 2.8130 -0.2479 0.290
```

=====

8.
Formula: C10H9Cl7MgNO8P2Se
Source: OMol25
Level of theory: the ωB97M-V functional and the def2-TZVPD basis

Calculated values
- ΔE to the lowest compared entry with this formula, charge and spin (kcal per mole) = 17.2
- HOMO (eV) = -5.3
- HOMO-LUMO gap (eV) = 7.1
- total charge = -1

The geometry in XYZ format:
```
39
Properties=species:S:1:pos:R:3:mulliken_charge:R:1
Mg -0.9430 0.3077 0.2411 1.333
Cl -0.3214 3.1038 -6.4404 -0.204
C -0.8033 2.5871 -4.8721 0.170
C -0.4603 1.3055 -4.3942 0.115
Cl 0.5846 0.3052 -5.3095 -0.178
C -0.8066 0.9567 -3.0597 0.271
Cl -0.7870 -0.6891 -2.5200 -0.184
C -1.3618 1.9605 -2.1906 0.101
O -1.4976 1.7696 -0.9038 -0.172
C -1.8134 3.2027 -2.7600 0.146
Cl -2.6881 4.2453 -1.7193 -0.208
C -1.5464 3.4990 -4.0780 0.205
Cl -1.9788 5.0311 -4.7099 -0.190
C 1.5021 -0.2600 3.5677 -1.559
C 1.5119 -1.3302 2.5050 0.989
O 2.4651 -2.3582 2.8826 -0.573
P 1.9507 -0.5570 0.8901 0.818
O 3.3261 0.1350 1.2584 -0.618
O 2.4652 -1.8106 0.0414 -0.541
O 1.0524 0.4367 0.1870 -0.826
P -0.2259 -2.1497 2.2824 0.803
O 0.2078 -3.6984 1.8701 -0.560
O -0.9176 -2.2134 3.5930 -0.785
O -1.0310 -1.4495 1.1312 -0.904
H 2.5232 -0.0838 3.9468 0.366
H 0.8803 -0.5848 4.3935 0.428
H 1.1188 0.7334 3.2327 0.253
H 2.0653 -3.2140 2.5915 0.474
H 3.9759 -0.6040 1.3702 0.376
H 1.7913 -2.2377 -0.5484 0.200
H 0.2244 -3.8339 0.9215 0.173
Se 0.4891 -4.1819 -1.2814 -0.443
C 2.1388 -4.9695 -0.9069 0.360
N 3.1588 -5.5172 -0.6401 -0.645
Cl -1.9072 1.5419 2.5491 -0.198
C -3.2952 2.5925 1.7928 0.201
Cl -4.7671 1.7134 1.9361 -0.127
H -2.9747 2.7925 0.7736 -0.206
H -3.3054 3.5232 2.3763 0.338
```